This record from OMol25 describes a 13-piece molecular cluster, C101H217N15O13 overall at a distorted geometry. The level of theory is ωB97M-V/def2-TZVPD.

Geometry as XYZ:
```
346
Properties=species:S:1:pos:R:3:forces:R:3
O 2.0312 0.3653 8.4040 0.6 -0.5 0.3
O 0.3757 -5.1734 -1.3574 -0.9 0.6 -0.3
O 4.2502 -4.9320 1.7815 0.1 -0.2 -0.6
O 6.2760 -4.3076 -4.2221 0.1 -0.9 0.4
O -1.4462 -7.0243 -0.4221 2.0 0.7 -1.0
O 0.5813 -3.9002 4.6562 -0.4 -0.5 0.7
O -0.2431 3.2263 -5.8546 -0.4 -0.4 -0.2
O 1.2599 7.6127 0.8990 0.3 0.0 0.1
O 5.1820 2.2002 -1.9216 0.1 0.3 -1.0
O -7.4901 -2.3827 -3.5700 -0.9 0.7 0.8
O -0.9296 -1.1693 1.6518 -0.8 -0.6 0.2
O -2.4191 3.6403 4.7904 0.4 1.1 -0.3
O 4.7900 2.2166 0.8908 -0.6 -0.1 0.7
N 2.3977 -6.0098 -0.9062 0.4 0.1 0.6
N 1.8233 -3.9474 -0.0120 -0.8 -0.1 0.5
N -0.2514 -1.3457 0.4208 0.9 0.0 -0.1
N -3.7142 3.5966 4.2678 -2.5 0.2 0.1
N 4.8477 2.8538 2.2215 -0.6 -0.3 -0.8
N 4.5652 -3.1058 2.9953 1.1 3.6 2.5
N 3.3173 -4.7906 3.8743 0.6 -0.3 -0.2
N -6.8984 -2.4042 -2.2746 -0.3 1.5 1.2
N 5.3561 -3.6934 -5.0588 -1.7 0.5 -0.2
N 4.8186 3.2825 -2.8291 2.5 0.1 0.2
N -0.7523 -4.4146 4.7551 0.4 -0.1 0.0
N -0.6762 1.9402 -5.3395 0.0 1.1 0.6
N 0.1142 8.0248 0.1373 1.3 -0.8 -0.4
N 1.3103 0.6282 7.2089 -1.3 0.2 1.4
N -2.3991 -7.6890 -1.1647 -1.2 -0.8 0.0
C 4.9973 4.9846 0.8650 -2.8 -0.1 0.3
C 1.0328 2.9980 8.0201 0.3 0.4 -0.1
C -1.0642 -5.2574 3.5395 -0.4 0.1 2.5
C 7.0788 -2.6316 -6.2302 0.4 1.4 0.4
C -2.9809 -4.1492 5.5160 0.0 2.3 -0.9
C -3.2873 -6.7414 -1.8584 0.0 -0.2 -1.2
C 3.6263 -5.3584 -4.7800 1.3 -0.1 -2.0
C 2.6411 3.1726 -2.0121 -1.0 -0.1 -0.2
C 7.2603 3.9308 -2.9583 -0.9 0.5 -1.4
C -1.0231 -4.4493 2.2660 0.2 -0.8 0.3
C 0.8246 -0.3513 -2.1053 0.6 -0.7 1.8
C 4.2938 4.2562 2.0692 1.3 -1.0 -0.6
C -1.7354 7.4665 -1.8808 -2.0 -1.4 0.5
C -0.5632 2.0021 6.3436 1.1 -0.4 1.8
C -7.8735 -4.5305 -1.5056 -1.0 -0.1 -2.4
C 2.7902 4.1215 1.8246 0.5 1.4 -0.7
C 4.1321 4.2431 -5.3648 -0.2 0.7 -1.1
C 0.8588 0.7179 -6.7326 -0.8 -0.5 -1.6
C -2.1051 7.4339 -0.3864 -1.8 -0.7 -1.9
C 4.7382 -1.5834 -6.1589 1.0 -1.8 -0.5
C -1.6832 -3.3860 5.3296 1.7 -1.3 0.5
C -1.1436 -1.1826 -0.7467 -2.3 0.2 0.4
C -6.2431 2.4798 3.7334 -3.1 0.7 1.0
C 6.3663 2.1485 -4.5415 0.4 -0.2 0.0
C -3.8099 2.6496 3.1614 -0.1 0.6 -1.2
C 5.9936 3.5084 -3.8225 -0.1 -1.4 0.3
C 5.9538 4.8995 3.9335 0.1 -1.5 -0.8
C -0.6704 8.4467 -2.0733 1.1 0.5 -0.3
C -7.8653 -2.9967 -1.2447 0.9 -2.1 -0.6
C -1.2568 -0.3376 -5.8605 0.2 0.2 0.0
C 3.3176 -1.6517 -5.6749 0.4 -0.7 -0.2
C -2.4756 -5.8280 3.8436 1.1 1.3 0.6
C 4.5198 5.0050 3.3661 1.2 1.8 0.4
C -0.6195 5.5931 0.2540 0.7 -2.4 -1.9
C 6.1888 3.3778 4.1001 1.5 1.4 -0.6
C 3.0016 -3.1035 -5.5251 0.3 -1.4 -1.0
C -1.0533 -2.9898 6.6848 -2.1 0.9 -1.1
C 0.8928 -0.4100 0.4696 0.2 0.1 0.2
C -3.2810 1.2716 3.4883 1.0 0.4 -0.9
C -1.8828 -2.1339 4.5528 -0.9 0.8 -1.7
C 7.3831 3.0242 1.8292 -0.3 1.2 -0.1
C -1.7459 3.0465 -3.3700 1.6 -0.7 1.3
C 5.8594 -2.3544 -5.3695 -1.8 1.6 0.4
C 3.2711 1.6063 -4.0150 -1.6 0.7 1.3
C 6.2145 2.6216 2.7705 -0.6 1.6 0.1
C -9.2814 -2.4737 -1.3888 -2.1 -0.9 0.9
C -2.1521 -2.3883 -0.7976 0.4 0.6 -0.6
C -3.0163 2.9655 -5.4241 -1.2 -2.0 -0.1
C 4.0956 -4.2886 2.8108 -2.6 -4.2 -0.1
C 3.1092 4.1815 -4.2666 0.3 -0.7 0.8
C 0.4781 1.0481 0.6971 0.4 0.3 -0.7
C -0.9087 7.0458 0.4059 -0.8 1.0 2.2
C -4.3512 -7.5891 -2.6204 0.1 -0.3 1.8
C -1.9646 2.1936 -4.6123 -0.2 0.6 -0.8
C 6.1163 -1.4638 -4.1298 2.3 0.0 -0.9
C 0.0120 -6.3523 3.5377 0.2 1.7 1.0
C 3.4737 3.0248 -3.2937 -0.6 -0.7 -0.9
C -0.3313 -1.3072 -2.0059 1.0 -0.6 -0.9
C 0.3717 2.2672 5.1643 -0.3 0.5 0.6
C -7.2219 -2.9339 0.1545 1.4 0.6 0.5
C 1.4298 -5.0484 -0.7673 1.2 0.8 0.9
C 6.3189 1.1693 3.0545 1.0 -1.0 -0.1
C -2.6377 -0.1497 -5.2838 -1.1 -0.2 -0.6
C -4.5218 2.2321 6.2666 -0.6 1.7 1.2
C -2.0129 0.1365 -0.7492 -1.3 -1.0 -0.5
C -2.9661 3.2246 2.0161 1.0 -1.6 -1.3
C -0.6102 0.9403 -6.4357 -1.1 0.6 -0.1
C -2.5118 0.8478 -4.1967 -1.3 0.8 0.9
C -3.7381 -8.7126 -3.4136 -0.2 -0.7 1.0
C 2.1926 0.6742 6.0547 0.3 1.3 0.7
C -0.6820 -8.7016 -2.7151 -0.4 -1.0 -0.2
C -6.6008 -1.5312 0.4475 1.0 -1.6 1.3
C -5.5484 -0.4940 -3.0832 0.6 -0.5 -0.1
C 0.3557 1.7166 7.5799 -0.3 -0.1 -1.6
C -2.5779 -5.8426 -2.8866 1.0 0.4 0.9
C -6.1236 3.6045 4.8261 1.7 -1.5 -0.7
C 1.2702 1.0647 4.9426 -0.5 0.8 -2.4
C 0.5751 8.2193 -1.2447 -0.2 0.0 -0.5
C -4.5002 4.7735 6.2537 1.2 -0.2 -0.6
C -5.7763 -1.0424 -0.7075 1.0 0.0 0.5
C 3.9446 -3.8611 -4.5612 -0.3 0.2 -0.2
C -0.5806 1.2045 8.6377 -0.1 -1.5 0.1
C -3.8370 -5.8747 -0.7275 0.3 0.2 0.5
C 3.4371 1.6583 6.1612 -0.1 -0.9 -0.3
C -1.8832 -8.9289 -1.7386 -0.2 0.2 -0.9
C -1.2656 7.2720 1.8912 0.0 -0.8 0.3
C -2.9947 -9.6507 -2.4968 -0.9 -0.4 0.4
C -3.4384 -4.6787 4.1755 -0.2 -1.8 -0.1
C 2.5909 -0.7528 5.7741 0.3 -1.4 1.3
C 1.3882 9.5143 -1.1710 -1.1 1.1 0.4
C -6.5329 -0.9489 -1.9814 0.3 -0.1 -1.6
C -4.6855 3.5113 5.3876 -0.5 -0.3 0.5
C -5.2810 2.6335 2.6191 1.4 1.3 0.2
C 1.4231 7.1608 -1.9691 0.8 0.9 1.4
C -1.3008 1.3718 -7.7512 -0.5 -0.8 0.0
C -7.6683 0.0733 -2.1050 0.4 0.0 0.1
C 5.4773 4.5874 -4.8171 1.2 0.0 1.6
C -1.4489 -9.8616 -0.6388 0.4 -1.3 0.9
C 1.6436 -0.6183 -0.8376 1.1 -0.2 -0.2
C 3.6183 -3.4218 -3.0432 1.1 -2.2 -1.5
C 1.7419 -0.7614 1.7086 -0.9 -0.8 0.1
H -1.3263 8.3055 2.1933 -0.1 0.6 -0.3
H -0.9745 -5.2039 1.4511 0.0 1.0 -0.1
H 6.2019 4.6643 -5.6261 0.2 0.2 0.1
H 2.0122 -6.8561 -1.2632 -0.1 -0.5 -0.3
H -1.4981 1.7572 8.5682 -0.6 0.3 0.2
H -4.9498 -7.0287 -3.2872 -0.5 1.2 -0.6
H 4.8143 -2.0687 -7.1127 -0.5 -0.2 -1.0
H -5.0348 -7.9539 -1.8374 0.0 -0.3 -0.3
H 3.2075 -1.2153 -4.7051 -0.2 0.9 0.7
H 0.5829 0.6974 -2.0540 -0.3 0.4 -0.9
H 3.9325 4.9196 -6.2191 -0.4 0.1 0.7
H -2.1580 -6.3660 -3.7420 -0.5 -0.1 -0.3
H -2.9997 -0.1126 -1.2764 1.3 0.4 0.8
H -1.1852 1.0828 6.2422 0.4 0.5 -0.5
H -0.7801 0.8372 -8.5639 -0.3 0.4 0.1
H 1.7719 7.6119 -2.8906 0.3 0.1 -0.1
H 2.6451 -1.1872 -6.4027 0.2 0.1 0.3
H 3.9317 1.5098 7.1398 -0.5 0.4 -0.3
H -1.2639 2.4526 -7.9029 0.1 -0.2 0.0
H 3.5238 -1.1181 6.2238 -0.1 0.4 0.3
H 1.5483 2.8681 8.9573 0.4 -0.3 0.3
H -5.2288 0.5759 -2.9698 -0.5 -1.1 0.0
H 7.3874 3.1293 -2.2728 0.3 -0.5 0.8
H -8.3813 0.1083 -1.3183 -0.7 -0.3 0.8
H -7.9384 -3.3345 0.9126 0.4 0.7 -0.5
H 2.3148 5.1258 1.8976 0.3 -0.6 -0.1
H 3.6583 1.5587 -5.0139 0.1 0.2 -0.5
H 1.4441 8.3688 1.4608 0.0 0.1 0.1
H 0.0363 -8.0883 -2.2220 0.8 0.4 0.3
H 6.4832 -2.1237 -3.3642 0.4 0.2 0.8
H -2.2460 1.4097 3.8355 -0.2 -0.4 0.0
H 2.7346 -0.3633 1.7355 0.9 0.1 -0.6
H 5.9833 5.3245 1.0739 0.9 -0.3 -0.1
H 4.3187 6.0588 3.1480 -0.1 0.1 -0.1
H 7.5762 4.1257 1.7256 -0.4 -1.0 0.3
H -2.5153 8.4236 -0.1637 0.1 -0.2 0.6
H -0.9676 -2.0652 2.0461 0.0 0.7 -0.5
H -4.4634 -9.2635 -4.0010 -0.3 0.1 -0.2
H -1.3920 4.9228 0.6497 0.0 0.6 0.5
H -3.2015 -4.9789 -3.1548 0.1 -0.4 -0.2
H -8.4447 -5.1432 -0.8354 -0.1 0.1 1.0
H -3.6951 -3.4564 5.9599 -0.2 0.0 0.1
H 2.5845 3.7252 0.8344 0.0 0.0 -0.2
H -2.6217 -1.4978 5.0009 -0.5 0.3 0.8
H 2.6689 -4.0563 0.5798 -0.9 0.1 -0.6
H 5.6279 1.7996 -5.2735 0.1 0.3 0.2
H -2.6690 -2.2120 -1.7590 -0.1 -0.5 0.5
H 1.0053 6.2290 -2.2345 -1.1 -1.0 -0.1
H 1.7241 -1.8281 1.9537 0.4 -0.1 -0.4
H -0.7672 -3.8468 7.2535 -0.1 -0.5 0.6
H 0.6162 3.4014 -5.4599 0.0 -0.3 0.2
H -2.2999 4.5948 4.6264 0.9 -0.6 0.4
H 1.5968 2.8329 -2.1294 0.2 0.3 -0.3
H -1.6193 1.0084 -1.2565 0.5 -0.1 -0.3
H -3.4278 4.8533 6.5856 -1.3 -0.1 0.3
H 5.5639 0.7500 3.6835 -0.9 0.2 0.5
H -6.1588 1.4594 4.1775 -0.2 0.7 -0.1
H 2.6187 -2.9739 -3.0097 0.5 0.3 0.4
H -2.4454 -6.5554 4.6558 0.2 0.1 0.1
H -2.7748 -4.9092 6.2269 -0.1 -1.1 0.5
H -5.0036 -1.7960 -0.9186 0.0 0.1 0.2
H -2.2396 0.4817 0.2544 -0.2 -0.3 0.3
H -4.4168 -5.1119 4.3170 -0.5 -0.2 -0.1
H -0.9175 -8.2050 -3.6701 -0.2 -0.2 0.4
H -1.9212 0.4258 -3.4164 0.8 -0.2 0.6
H 7.9175 -2.9210 -5.6010 0.0 -0.5 -0.1
H 7.2705 0.9451 3.5574 -0.1 0.0 -0.4
H 0.1751 -2.2806 -1.8807 -0.4 -0.1 -0.6
H -4.6414 -5.2076 -0.9620 -0.7 0.2 -0.7
H 6.9379 -0.6925 -4.3341 -1.1 -1.1 0.2
H 4.1780 3.2916 -5.8617 0.1 -0.6 -0.2
H 0.9580 -5.8579 3.3148 0.0 -0.2 -0.3
H -0.4819 6.8270 2.5196 -0.4 -0.2 0.0
H 2.5882 -4.2397 4.2852 0.0 0.6 0.2
H 3.0259 2.5372 -1.2245 0.2 0.0 0.1
H -2.6786 3.0531 -2.7713 0.5 0.1 -0.3
H -8.1713 -0.1137 -3.0390 -0.3 0.0 -0.3
H -3.5252 -4.0418 3.2713 0.1 0.3 1.0
H -0.2037 -9.6818 -2.9482 -0.3 0.7 0.1
H 7.0538 4.8605 -2.4306 -0.1 0.0 0.1
H -3.9791 3.0939 -4.9080 0.5 0.1 0.6
H 2.5287 0.0121 -0.8417 0.3 0.3 0.1
H 1.5818 -0.3911 8.8180 0.2 0.3 -0.4
H -3.2734 0.6881 2.5660 0.1 -0.2 0.1
H 1.4362 -0.6688 -2.9409 0.1 0.6 -0.5
H -3.4780 1.0478 -3.7152 0.2 0.0 -0.2
H 1.0421 3.1288 5.2860 -0.6 0.2 0.3
H -1.9092 -3.8080 2.2337 0.3 -0.1 -0.5
H -1.0007 9.4277 -1.8113 -0.7 0.8 0.0
H 6.5031 1.3034 -3.8386 -0.3 0.8 0.0
H -0.9276 2.5224 -2.7658 -1.0 0.8 -0.5
H -2.3544 1.0301 -7.7779 0.5 0.3 0.0
H -5.2569 4.7918 7.0386 0.4 0.0 0.3
H -2.5567 -10.4748 -3.0695 0.0 0.0 0.1
H 1.0838 -3.2619 0.3010 1.0 -1.1 -0.7
H 6.8097 -3.3653 -6.9651 0.1 -0.5 -0.3
H -2.6003 7.7235 -2.5247 0.2 0.0 0.5
H 1.2995 -0.3267 2.5801 -0.6 0.4 0.5
H 3.8416 4.7978 4.1830 -0.4 -0.7 0.0
H 1.4563 9.9644 -2.1935 0.3 -0.2 1.0
H 4.8012 -2.8414 3.9394 -0.5 0.0 0.2
H 7.3290 2.1628 -5.0946 -0.4 0.6 0.3
H -1.5122 6.4188 -2.1390 0.4 0.5 -0.4
H -2.8886 6.6325 -0.2456 0.5 1.0 0.1
H -0.3099 2.4960 4.3678 0.2 -0.1 -1.1
H -7.2743 1.0866 -2.1509 0.3 0.0 -0.1
H -2.8730 -2.4626 0.0013 -0.4 0.6 0.4
H -0.2740 1.1032 1.4662 -0.4 0.1 0.2
H -7.1467 -3.1804 -3.9054 0.5 -1.5 -1.1
H 4.0079 1.6194 0.9057 0.7 0.6 0.3
H 1.3387 1.6203 1.0328 0.3 0.0 0.2
H 5.1903 -2.6833 2.3768 0.8 0.2 -1.6
H -7.2926 2.6086 3.3051 1.1 -0.6 0.5
H 2.1618 1.3194 -4.0731 1.5 0.6 0.2
H 1.3030 0.4617 -5.8212 1.2 -0.2 1.2
H -3.3875 4.0918 1.5131 -0.1 0.2 0.3
H 5.1938 2.5951 -1.0430 0.0 0.1 0.2
H -5.1893 -0.1281 -0.4987 -0.6 -0.1 0.1
H 6.2412 0.6596 2.1079 0.3 -0.5 -0.3
H -2.2096 -10.1262 0.1573 0.6 0.6 -1.1
H -2.9990 -8.3240 -4.0519 0.7 0.7 -1.3
H 3.1186 -3.5946 -6.5459 -0.3 0.4 1.1
H -9.4865 -1.6348 -0.7506 0.2 0.9 0.0
H 1.3030 1.5812 -7.2395 0.0 -0.1 0.4
H 7.1150 2.6781 0.8285 0.4 -0.2 0.1
H -2.6788 3.9067 -5.7196 0.7 1.5 -0.6
H -5.3390 2.1166 6.9954 -0.1 0.4 -0.3
H -9.5553 -2.2460 -2.4247 0.3 0.0 0.3
H 2.7103 -0.9045 4.7360 0.1 -0.1 -1.4
H 0.5786 -3.2211 3.9907 -0.1 0.9 -0.7
H 1.7923 -1.4487 6.1284 0.5 0.6 -0.3
H -3.7373 -10.0936 -1.7901 0.6 0.2 -0.2
H 1.7827 3.3280 7.2745 -0.7 0.2 0.5
H 3.6099 -4.4137 -2.5499 -0.3 0.8 0.3
H -1.0606 -1.4617 4.3801 0.9 0.0 0.2
H 2.3679 3.4850 2.5578 -0.5 -0.7 0.8
H 4.4765 -2.8907 -2.6201 -0.7 0.6 0.1
H -1.1450 -10.8077 -1.1256 -0.2 0.2 0.2
H 4.1840 1.2855 5.4304 -0.4 0.4 0.1
H 3.0037 -6.1490 -0.1124 0.3 0.1 0.1
H 5.0393 -0.5981 -6.3302 0.8 1.7 -0.1
H -5.4114 3.6241 2.1035 -0.2 -0.9 0.4
H 0.2747 3.7578 8.2414 0.1 0.1 -0.4
H -0.5481 -9.5174 -0.1419 0.1 0.3 0.2
H 6.7448 5.2807 3.2572 -0.6 0.0 0.2
H -0.7637 -6.6679 -1.0881 -1.0 -0.2 1.5
H 8.3332 2.6154 2.1745 -0.1 -0.3 -0.1
H 0.3497 5.2300 0.6148 -0.2 0.5 0.3
H -4.4841 1.2905 5.7923 0.4 -0.7 -0.7
H -6.9375 -5.0131 -1.7365 0.8 0.3 0.7
H -1.2668 2.7900 6.6973 0.7 -0.2 -0.9
H -0.2228 -7.0448 2.7934 -0.2 -1.4 -1.2
H -2.8649 2.4209 1.2363 -0.5 0.6 0.3
H -4.6558 -1.1461 -3.0886 -0.2 0.3 0.2
H 2.5415 -5.5450 -4.8307 0.5 -0.1 0.4
H -3.0671 -5.2090 -0.3085 0.0 -0.4 -0.3
H 5.4513 2.9650 4.7312 -1.0 -0.5 0.7
H 7.4231 -1.7318 -6.7419 -0.2 0.2 -0.1
H -3.3554 2.3799 -6.2734 0.3 0.1 -0.5
H -1.6983 -3.3776 -0.8066 0.6 0.1 -0.3
H 8.2291 4.0629 -3.4988 -1.0 -0.2 -0.1
H 5.4388 5.5394 -4.2174 0.0 -0.6 -0.8
H 0.1477 1.5611 -0.2061 -0.2 -0.1 0.0
H -6.8259 3.5424 5.6711 0.1 -0.2 -0.5
H -0.3855 8.4300 -3.1051 0.3 0.4 -0.8
H 2.0265 -1.6549 -0.8847 -0.2 0.4 0.1
H -4.1472 -6.5294 0.0781 -0.2 -0.1 0.2
H 0.1422 -6.7974 4.5297 -0.4 -0.1 -0.2
H -0.0945 -3.8696 2.3911 -0.2 0.0 -1.0
H -1.8678 -2.3357 7.1059 1.1 -0.6 0.4
H -10.1317 -3.1682 -1.0009 1.8 0.4 -0.7
H 3.7914 0.8488 -3.4407 0.0 -0.2 0.2
H 7.1366 3.2270 4.6053 0.4 -0.2 0.1
H -0.6292 5.2422 -0.8075 0.2 0.5 0.4
H -6.3365 -3.6259 0.2428 -0.9 0.3 -0.6
H -1.3277 -1.0663 -6.6449 0.5 -0.6 -0.4
H 2.2442 6.9650 -1.2888 0.6 -0.2 -0.2
H -2.3244 -2.2661 3.5605 0.1 -0.4 0.0
H -1.6835 -5.4540 -2.3856 -0.2 0.4 -0.1
H 6.1141 5.3867 4.8898 -0.4 0.2 0.1
H -3.4448 0.1273 -5.9934 0.7 0.2 -0.1
H -8.4010 -4.7653 -2.4446 -0.2 0.5 -0.1
H 1.8386 1.2103 3.9805 -0.2 -0.1 1.0
H 4.8075 4.3530 -0.0388 0.7 0.8 0.6
H 0.9590 -0.1423 -7.4315 -0.1 0.4 0.4
H -3.8570 0.7750 4.2188 -0.5 -0.7 0.6
H 4.4073 5.9109 0.7635 0.1 -0.2 -0.4
H -0.1965 -2.4026 6.4439 0.7 0.6 0.3
H -3.0611 -1.0807 -4.8902 0.5 -0.1 0.1
H 2.3299 9.3869 -0.6504 0.5 -0.3 -0.6
H 1.9903 -3.2780 -5.1583 -0.2 0.0 -0.1
H -3.6659 2.4307 6.8920 0.7 -0.5 0.1
H -0.8598 -1.2869 -2.9874 -0.4 -0.3 1.1
H 2.9809 -5.7446 3.8008 0.4 0.3 -0.5
H 4.0897 -5.6039 -5.8219 -1.1 0.4 1.6
H -0.6245 -0.6719 -5.0180 0.0 -0.2 -0.5
H 0.5788 0.2643 4.7475 -0.2 -0.9 -0.1
H 3.1352 5.0772 -3.6333 -0.3 0.1 -0.4
H 2.6418 4.2288 -1.6738 0.1 -0.6 -0.1
H -2.2543 6.8208 2.0595 0.4 -0.1 0.3
H -2.7550 -6.3319 2.9827 -0.8 -1.1 -1.8
H -4.6617 5.6380 5.5994 -0.1 0.0 0.1
H -1.8935 3.3760 2.2100 -0.4 0.3 0.6
H -1.4014 4.0882 -3.5443 -0.3 -0.7 -0.2
H 0.8410 10.1892 -0.4359 0.3 -0.4 -1.3
H -6.0076 -0.6667 -4.0557 0.0 0.4 -0.1
H -0.1951 1.3068 9.6263 0.4 0.1 0.8
H 6.0716 -3.9438 -3.3592 0.3 -0.1 0.7
H -5.9407 -1.5511 1.3539 -0.5 -0.3 -0.6
H 3.1984 2.7364 5.9359 0.3 -1.2 0.3
H -5.4221 1.8221 1.9083 0.3 0.0 -0.2
H 5.2573 -0.9410 -3.7817 -0.8 0.3 0.2
H 2.1082 3.9656 -4.6334 -0.1 0.3 0.0
H -6.1614 4.5870 4.3806 -0.5 0.3 -0.4
H 4.2027 -6.0061 -4.1143 -0.5 0.1 0.3
H -7.3681 -0.8887 0.7182 -1.6 1.7 0.3
H -0.8154 0.1151 8.4969 0.1 0.9 -0.1
```
Positions in Å, forces in eV/Å.

Output
E_LUMO in eV: 0.4
Energy above the lowest of the compared OMol25 structures with the same formula, charge and spin in kcal/mol: 0.0
HOMO level in eV: -7.87

***

This record from OMol25 describes a 2-piece molecular cluster, CH5BrN2 overall at a distorted geometry. The level of theory is ωB97M-V/def2-TZVPD.

Geometry as XYZ:
```
9
Properties=species:S:1:pos:R:3:forces:R:3
Br -2.3311 0.1720 -0.7194 -0.5 -0.4 -0.8
N -1.0392 -0.2269 0.4897 2.1 -1.3 0.6
N -0.5033 -1.5132 0.4451 -0.9 -0.1 -1.0
C 0.8825 1.2814 -0.2110 -0.6 0.5 -1.2
H 1.5673 0.4993 -0.2368 1.0 -1.4 0.2
H 0.8686 1.8851 0.6535 -0.2 0.6 0.6
H -0.3422 -2.1708 -0.3648 -0.6 1.7 0.7
H 0.6978 1.6844 -1.2060 -0.4 0.2 0.4
H 0.1996 -1.6112 1.1497 0.2 0.2 0.3
```
Positions in Å, forces in eV/Å.

Output
E_LUMO (alpha / beta) in eV: 0.5 / 0.3
Energy above the lowest of the compared OMol25 structures with the same formula, charge and spin in kcal/mol: 74.7
HOMO level (alpha / beta) in eV: -8.12 / -8.28